# 1
The following is a quantum chemistry calculation of a cluster of 12 separate species, C48H74O24S7 in total, from OMol25.

Output
Kohn-Sham gap (spin up / spin down) (eV): 6.325 / 2.087
Expectation value of S²: 0.768
Spin multiplicity: 2
DFT total energy (Ha): -6465.80453
Net charge: +1
Energy above the lowest of the compared OMol25 structures with the same formula, charge and spin (kcal per mole): 0.0

Each atom is followed by the atoms it is bonded to, with distances in Å.
Cartesian coordinates (Å):
1 C 2.173 -5.676 1.287  C2 1.545, O7 1.398, H8 1.090, H9 1.090
2 C 1.198 -6.027 2.433  C1 1.545, O3 1.474, H10 1.090, H11 1.090
3 O 2.088 -6.260 3.584  C2 1.474, S4 1.645
4 S 3.662 -6.494 3.168  O3 1.645, O5 1.472, O6 1.490, O7 1.665
5 O 3.875 -7.871 2.694  S4 1.472
6 O 4.607 -5.954 4.186  S4 1.490
7 O 3.412 -5.451 1.895  C1 1.398, S4 1.665
8 H 1.939 -4.790 0.697  C1 1.090
9 H 2.088 -6.380 0.459  C1 1.090
10 H 0.662 -6.909 2.082  C2 1.090
11 H 0.611 -5.128 2.621  C2 1.090
12 C -2.496 -2.709 2.011  C13 1.544, O18 1.438, H19 1.090, H20 1.090
13 C -3.034 -2.508 0.578  C12 1.544, O14 1.393, H21 1.090, H22 1.090
14 O -4.412 -2.688 0.487  C13 1.393, S15 1.689
15 S -5.020 -2.978 2.036  O14 1.689, O16 1.478, O17 1.495, O18 1.660
16 O -5.171 -4.443 2.156  S15 1.478
17 O -6.179 -2.079 2.332  S15 1.495
18 O -3.665 -2.368 2.776  C12 1.438, S15 1.660
19 H -1.776 -1.971 2.365  C12 1.090
20 H -2.046 -3.680 2.220  C12 1.090
21 H -2.552 -3.188 -0.125  C13 1.090
22 H -2.737 -1.576 0.098  C13 1.090
23 C 2.901 1.829 3.137  C24 1.532, O29 1.392, H30 1.090, H31 1.090
24 C 2.164 1.669 1.803  C23 1.532, O25 1.371, H32 1.090, H33 1.090
25 O 1.776 2.948 1.498  C24 1.371, S26 1.696
26 S 2.938 4.083 1.988  O25 1.696, O27 1.450, O28 1.460, O29 1.649
27 O 2.385 5.273 2.605  S26 1.450
28 O 3.996 4.227 0.992  S26 1.460
29 O 3.529 3.071 3.148  C23 1.392, S26 1.649
30 H 3.669 1.070 3.284  C23 1.090
31 H 2.166 1.900 3.939  C23 1.090
32 H 1.176 1.221 1.911  C24 1.090
33 H 2.747 1.175 1.025  C24 1.090
34 O 0.496 -1.074 1.032  S35 1.445
35 S 0.659 -1.787 -0.214  O34 1.445, O36 1.477, O37 1.712, C40 1.863
36 O 0.011 -3.107 -0.356  S35 1.477
37 O 0.271 -0.757 -1.526  S35 1.712, C38 1.470
38 C 0.689 0.652 -1.548  O37 1.470, C39 1.513, H41 1.090, H42 1.090
39 C -0.426 1.519 -1.008  C38 1.513, H43 1.090, H44 1.090, H45 1.090
40 C 2.479 -2.035 -0.523  S35 1.863, H46 1.090, H47 1.090, H48 1.090
41 H 0.987 0.971 -2.547  C38 1.090
42 H 1.607 0.755 -0.969  C38 1.090
43 H -0.750 1.318 0.013  C39 1.090
44 H -1.269 1.420 -1.693  C39 1.090
45 H -0.193 2.564 -1.214  C39 1.090
46 H 2.633 -2.430 -1.527  C40 1.090
47 H 2.776 -2.758 0.237  C40 1.090
48 H 3.025 -1.098 -0.414  C40 1.090
49 O 0.713 5.131 -7.103  S50 1.429
50 S 0.923 4.821 -5.724  O49 1.429, O51 1.481, O52 1.585, C55 1.887
51 O 1.250 5.946 -4.817  S50 1.481
52 O -0.285 4.030 -5.071  S50 1.585, C53 1.431
53 C -0.971 3.061 -5.869  O52 1.431, C54 1.513, H56 1.090, H57 1.090
54 C -2.083 2.550 -4.980  C53 1.513, H58 1.090, H59 1.090, H60 1.090
55 C 2.301 3.539 -5.581  S50 1.887, H61 1.090, H62 1.090, H63 1.090
56 H -0.303 2.299 -6.270  C53 1.090
57 H -1.519 3.420 -6.741  C53 1.090
58 H -2.909 3.246 -4.831  C54 1.090
59 H -1.738 2.251 -3.990  C54 1.090
60 H -2.642 1.722 -5.418  C54 1.090
61 H 2.318 3.092 -4.587  C55 1.090
62 H 3.281 3.976 -5.770  C55 1.090
63 H 2.098 2.775 -6.332  C55 1.090
64 O 4.999 -1.468 0.943  S65 1.431
65 S 6.124 -2.320 1.180  O64 1.431, O66 1.472, O67 1.617, C70 1.899
66 O 6.012 -3.442 2.127  S65 1.472
67 O 6.722 -2.908 -0.203  S65 1.617, C68 1.375
68 C 7.124 -2.004 -1.157  O67 1.375, C69 1.576, H71 1.090, H72 1.090
69 C 6.762 -2.663 -2.543  C68 1.576, H73 1.090, H74 1.090, H75 1.090
70 C 7.710 -1.459 1.772  S65 1.899, H76 1.090, H77 1.090, H78 1.090
71 H 8.192 -1.788 -1.191  C68 1.090
72 H 6.585 -1.070 -0.997  C68 1.090
73 H 5.792 -3.160 -2.566  C69 1.090
74 H 7.494 -3.367 -2.937  C69 1.090
75 H 6.713 -1.869 -3.288  C69 1.090
76 H 8.432 -2.271 1.861  C70 1.090
77 H 7.556 -0.926 2.710  C70 1.090
78 H 7.954 -0.799 0.939  C70 1.090
79 O -8.045 0.108 2.607  S80 1.474
80 S -7.468 1.464 2.641  O79 1.474, O81 1.415, O82 1.689, C85 1.865
81 O -7.196 1.936 3.946  S80 1.415
82 O -6.014 1.391 1.785  S80 1.689, C83 1.370
83 C -5.124 2.426 1.897  O82 1.370, C84 1.534, H86 1.090, H87 1.090
84 C -4.203 2.548 0.676  C83 1.534, H88 1.090, H89 1.090, H90 1.090
85 C -8.498 2.632 1.614  S80 1.865, H91 1.090, H92 1.090, H93 1.090
86 H -4.585 2.240 2.827  C83 1.090
87 H -5.622 3.382 2.060  C83 1.090
88 H -3.517 1.712 0.544  C84 1.090
89 H -3.487 3.370 0.685  C84 1.090
90 H -4.815 2.596 -0.224  C84 1.090
91 H -8.284 3.569 2.129  C85 1.090
92 H -9.514 2.332 1.871  C85 1.090
93 H -8.268 2.474 0.560  C85 1.090
94 C -2.157 6.233 -0.538  C95 1.400, C99 1.358, H100 1.080
95 C -1.454 5.345 -1.360  C94 1.400, C96 1.423, H101 1.080
96 C -0.047 5.221 -1.186  C95 1.423, C97 1.359, H102 1.080
97 C 0.594 5.784 -0.128  C96 1.359, C98 1.396, H103 1.080
98 C -0.112 6.714 0.636  C97 1.396, C99 1.407, H104 1.080
99 C -1.505 6.843 0.485  C94 1.358, C98 1.407, H105 1.080
100 H -3.236 6.269 -0.549  C94 1.080
101 H -1.887 5.023 -2.296  C95 1.080
102 H 0.602 4.733 -1.898  C96 1.080
103 H 1.658 5.769 0.057  C97 1.080
104 H 0.400 7.183 1.462  C98 1.080
105 H -1.990 7.466 1.222  C99 1.080
106 C -4.127 -3.473 -4.055  C107 1.384, C111 1.340, H112 1.080
107 C -2.984 -3.654 -3.297  C106 1.384, C108 1.399, H113 1.080
108 C -2.100 -2.605 -3.026  C107 1.399, C109 1.394, H114 1.080
109 C -2.407 -1.311 -3.446  C108 1.394, C110 1.435, H115 1.080
110 C -3.581 -1.152 -4.256  C109 1.435, C111 1.389, H116 1.080
111 C -4.362 -2.257 -4.567  C106 1.340, C110 1.389, H117 1.080
112 H -4.751 -4.337 -4.230  C106 1.080
113 H -2.747 -4.625 -2.888  C107 1.080
114 H -1.136 -2.796 -2.577  C108 1.080
115 H -1.770 -0.446 -3.338  C109 1.080
116 H -3.842 -0.195 -4.681  C110 1.080
117 H -5.239 -2.185 -5.194  C111 1.080
118 C -1.719 3.598 3.938  C119 1.386, C123 1.430, H124 1.080
119 C -2.196 3.054 5.120  C118 1.386, C120 1.367, H125 1.080
120 C -2.535 1.736 5.257  C119 1.367, C121 1.399, H126 1.080
121 C -2.448 0.883 4.151  C120 1.399, C122 1.405, H127 1.080
122 C -1.962 1.395 2.937  C121 1.405, C123 1.402, H128 1.080
123 C -1.558 2.732 2.811  C118 1.430, C122 1.402, H129 1.080
124 H -1.362 4.615 3.863  C118 1.080
125 H -2.204 3.625 6.037  C119 1.080
126 H -2.800 1.440 6.261  C120 1.080
127 H -2.677 -0.167 4.257  C121 1.080
128 H -1.773 0.663 2.166  C122 1.080
129 H -1.076 3.155 1.942  C123 1.080
130 C 3.331 -2.336 -4.598  C131 1.425, C135 1.386, H136 1.080
131 C 2.763 -1.214 -5.268  C130 1.425, C132 1.379, H137 1.080
132 C 1.413 -1.261 -5.543  C131 1.379, C133 1.420, H138 1.080
133 C 0.582 -2.335 -5.131  C132 1.420, C134 1.373, H139 1.080
134 C 1.192 -3.400 -4.513  C133 1.373, C135 1.388, H140 1.080
135 C 2.548 -3.415 -4.220  C130 1.386, C134 1.388, H141 1.080
136 H 4.306 -2.241 -4.143  C130 1.080
137 H 3.398 -0.375 -5.513  C131 1.080
138 H 0.920 -0.366 -5.893  C132 1.080
139 H -0.472 -2.259 -5.350  C133 1.080
140 H 0.652 -4.270 -4.170  C134 1.080
141 H 3.015 -4.294 -3.803  C135 1.080
142 C 1.314 -2.141 4.152  C143 1.361, C147 1.378, H148 1.080
143 C 0.770 -0.913 4.373  C142 1.361, C144 1.410, H149 1.080
144 C 0.100 -0.682 5.593  C143 1.410, C145 1.351, H150 1.080
145 C 0.049 -1.659 6.524  C144 1.351, C146 1.386, H151 1.080
146 C 0.727 -2.857 6.362  C145 1.386, C147 1.379, H152 1.080
147 C 1.422 -3.046 5.186  C142 1.378, C146 1.379, H153 1.080
148 H 1.968 -2.265 3.302  C142 1.080
149 H 0.900 -0.139 3.632  C143 1.080
150 H -0.384 0.236 5.892  C144 1.080
151 H -0.453 -1.448 7.457  C145 1.080
152 H 0.851 -3.617 7.119  C146 1.080
153 H 1.947 -3.990 5.166  C147 1.080

=====

# 2
The following is a quantum chemistry calculation of a cluster of 6 separate species, C48H78N3O13 in total, from OMol25.

Output
Kohn-Sham gap (eV): 8.603
Spin multiplicity: 1
DFT total energy (Ha): -3017.75641
Net charge: +1

Each atom is followed by the atoms it is bonded to, with distances in Å.
Cartesian coordinates (Å):
1 C -2.580 -1.365 2.852  C2 1.190, H35 1.065
2 C -2.748 -1.008 1.730  C1 1.190, N3 1.408
3 N -2.943 -0.598 0.397  C2 1.408, C4 1.525, C8 1.528, C30 1.585
4 C -4.264 0.163 0.429  N3 1.525, C5 1.519, H36 1.081, H37 1.090
5 C -5.512 -0.699 0.344  C4 1.519, C6 1.508, N7 1.268
6 C -6.705 -0.022 -0.282  C5 1.508, H38 1.084, H39 1.089, H40 1.090
7 N -5.643 -1.878 0.791  C5 1.268, H41 1.021
8 C -2.822 -1.756 -0.593  N3 1.528, C9 1.533, H42 1.086, H43 1.083
9 C -1.822 -1.337 -1.676  C8 1.533, C10 1.554, N13 1.442, C17 1.579
10 C -2.373 -0.323 -2.716  C9 1.554, C11 1.506, H44 1.087, H45 1.088
11 C -3.784 -0.595 -3.167  C10 1.506, O12 1.207, H46 1.103
12 O -4.731 -0.173 -2.550  C11 1.207
13 N -1.190 -2.382 -2.444  C9 1.442, C14 1.281
14 C -1.719 -3.419 -2.978  N13 1.281, C15 1.507, C16 1.506
15 C -1.557 -3.629 -4.461  C14 1.507, H47 1.086, H48 1.097, H49 1.086
16 C -2.398 -4.546 -2.243  C14 1.506, H50 1.087, H51 1.094, H52 1.088
17 C -0.709 -0.603 -0.830  C9 1.579, C18 1.530, C26 1.538, C30 1.584
18 C 0.068 -1.544 0.094  C17 1.530, C19 1.542, H53 1.092, H54 1.092
19 C 1.023 -2.513 -0.630  C18 1.542, C20 1.529, H55 1.092, H56 1.089
20 C 2.289 -2.851 0.157  C19 1.529, C21 1.532, H57 1.093, H58 1.092
21 C 3.159 -3.761 -0.715  C20 1.532, C22 1.533, H59 1.089, H60 1.089
22 C 3.808 -2.924 -1.824  C21 1.533, O23 1.410, H61 1.098, H62 1.097
23 O 5.127 -3.349 -2.084  C22 1.410, C24 1.428
24 C 5.921 -2.270 -2.578  O23 1.428, C25 1.527, H63 1.090, H64 1.090
25 C 5.363 -1.632 -3.848  C24 1.527, H65 1.089, H66 1.091, H67 1.090
26 C 0.212 0.236 -1.732  C17 1.538, C27 1.534, H68 1.091, H69 1.093
27 C 1.585 0.651 -1.190  C26 1.534, C28 1.552, C29 1.539, H70 1.089
28 C 2.265 1.525 -2.278  C27 1.552, H71 1.092, H72 1.090, H73 1.088
29 C 1.552 1.486 0.102  C27 1.539, H74 1.094, H75 1.090, H76 1.089
30 C -1.642 0.262 0.113  N3 1.585, C17 1.584, C31 1.525, H77 1.087
31 C -1.843 1.764 -0.062  C30 1.525, C32 1.528, H78 1.085, H79 1.090
32 C -2.143 2.448 1.271  C31 1.528, C33 1.500, O34 1.372, H80 1.089
33 C -2.285 3.938 1.180  C32 1.500, O34 1.549, H81 1.081, H82 1.082
34 O -3.424 2.916 1.419  C32 1.372, C33 1.549
35 H -2.398 -1.832 3.793  C1 1.065
36 H -4.303 0.923 -0.339  C4 1.081
37 H -4.293 0.705 1.374  C4 1.090
38 H -6.977 -0.502 -1.216  C6 1.084
39 H -7.530 -0.073 0.427  C6 1.089
40 H -6.501 1.036 -0.443  C6 1.090
41 H -4.782 -2.207 1.231  N7 1.021
42 H -3.761 -2.013 -1.073  C8 1.086
43 H -2.537 -2.609 0.010  C8 1.083
44 H -1.696 -0.371 -3.566  C10 1.087
45 H -2.346 0.705 -2.361  C10 1.088
46 H -3.954 -1.170 -4.093  C11 1.103
47 H -2.319 -4.289 -4.865  C15 1.086
48 H -0.602 -4.146 -4.619  C15 1.097
49 H -1.471 -2.678 -4.978  C15 1.086
50 H -3.137 -5.036 -2.872  C16 1.087
51 H -1.620 -5.265 -1.971  C16 1.094
52 H -2.862 -4.236 -1.309  C16 1.088
53 H 0.658 -0.972 0.813  C18 1.092
54 H -0.595 -2.164 0.703  C18 1.092
55 H 0.482 -3.450 -0.785  C19 1.092
56 H 1.255 -2.157 -1.632  C19 1.089
57 H 2.812 -1.918 0.384  C20 1.093
58 H 1.976 -3.364 1.069  C20 1.092
59 H 2.514 -4.529 -1.141  C21 1.089
60 H 3.933 -4.210 -0.093  C21 1.089
61 H 3.796 -1.870 -1.516  C22 1.098
62 H 3.212 -3.023 -2.739  C22 1.097
63 H 6.010 -1.521 -1.791  C24 1.090
64 H 6.891 -2.693 -2.839  C24 1.090
65 H 4.458 -1.055 -3.665  C25 1.089
66 H 5.161 -2.422 -4.572  C25 1.091
67 H 6.118 -0.955 -4.247  C25 1.090
68 H -0.269 1.148 -2.089  C26 1.091
69 H 0.380 -0.367 -2.628  C26 1.093
70 H 2.269 -0.183 -1.038  C27 1.089
71 H 3.340 1.331 -2.257  C28 1.092
72 H 1.931 1.246 -3.277  C28 1.090
73 H 2.136 2.588 -2.085  C28 1.088
74 H 1.256 2.510 -0.143  C29 1.094
75 H 0.852 1.133 0.859  C29 1.090
76 H 2.560 1.554 0.510  C29 1.089
77 H -1.086 0.221 1.046  C30 1.087
78 H -0.948 2.235 -0.455  C31 1.085
79 H -2.676 2.037 -0.710  C31 1.090
80 H -1.638 2.065 2.157  C32 1.089
81 H -2.474 4.542 2.057  C33 1.081
82 H -2.643 4.301 0.226  C33 1.082
83 O 1.314 -6.967 -0.630  C84 1.200
84 C 2.135 -7.088 0.238  O83 1.200, O85 1.349, C88 1.514
85 O 2.276 -6.173 1.218  C84 1.349, C86 1.448
86 C 3.405 -6.505 2.061  O85 1.448, C87 1.524, H89 1.091, H90 1.081
87 C 3.612 -8.000 1.856  C86 1.524, C88 1.529, H91 1.087, H92 1.091
88 C 3.160 -8.189 0.408  C84 1.514, C87 1.529, H93 1.091, H94 1.086
89 H 4.265 -5.917 1.736  C86 1.091
90 H 3.176 -6.246 3.086  C86 1.081
91 H 4.634 -8.318 2.049  C87 1.087
92 H 2.954 -8.560 2.522  C87 1.091
93 H 3.970 -8.017 -0.303  C88 1.091
94 H 2.709 -9.160 0.224  C88 1.086
95 O -4.290 6.640 2.793  C96 1.203
96 C -5.345 6.107 2.572  O95 1.203, O97 1.344, C100 1.512
97 O -6.430 6.308 3.340  C96 1.344, C98 1.441
98 C -7.516 5.468 2.901  O97 1.441, C99 1.524, H101 1.092, H102 1.086
99 C -7.193 5.128 1.450  C98 1.524, C100 1.527, H103 1.089, H104 1.089
100 C -5.666 5.123 1.469  C96 1.512, C99 1.527, H105 1.089, H106 1.088
101 H -7.543 4.584 3.542  C98 1.092
102 H -8.449 6.014 3.015  C98 1.086
103 H -7.642 4.192 1.120  C99 1.089
104 H -7.544 5.922 0.794  C99 1.089
105 H -5.254 4.155 1.751  C100 1.089
106 H -5.239 5.453 0.525  C100 1.088
107 O 5.927 0.515 -1.591  C108 1.200
108 C 6.926 1.168 -1.709  O107 1.200, O109 1.348, C112 1.516
109 O 6.973 2.284 -2.464  C108 1.348, C110 1.441
110 C 8.319 2.796 -2.515  O109 1.441, C111 1.524, H113 1.091, H114 1.087
111 C 9.007 2.226 -1.280  C110 1.524, C112 1.528, H115 1.087, H116 1.091
112 C 8.292 0.885 -1.116  C108 1.516, C111 1.528, H117 1.092, H118 1.086
113 H 8.781 2.455 -3.443  C110 1.091
114 H 8.281 3.882 -2.520  C110 1.087
115 H 10.086 2.148 -1.390  C111 1.087
116 H 8.801 2.859 -0.416  C111 1.091
117 H 8.763 0.092 -1.699  C112 1.092
118 H 8.201 0.575 -0.079  C112 1.086
119 O -6.746 7.977 -0.269  C120 1.200
120 C -5.846 8.760 -0.399  O119 1.200, O121 1.348, C124 1.513
121 O -5.955 9.876 -1.148  C120 1.348, C122 1.441
122 C -4.687 10.558 -1.212  O121 1.441, C123 1.525, H125 1.092, H126 1.087
123 C -3.915 10.077 0.011  C122 1.525, C124 1.527, H127 1.088, H128 1.090
124 C -4.451 8.656 0.177  C120 1.513, C123 1.527, H129 1.092, H130 1.085
125 H -4.197 10.283 -2.149  C122 1.092
126 H -4.866 11.630 -1.212  C122 1.087
127 H -2.836 10.139 -0.108  C123 1.088
128 H -4.191 10.674 0.881  C123 1.090
129 H -3.888 7.932 -0.416  C124 1.092
130 H -4.488 8.337 1.213  C124 1.085
131 O 4.611 -5.089 4.403  C132 1.197
132 C 4.200 -4.274 5.177  O131 1.197, O133 1.349, C136 1.519
133 O 5.018 -3.533 5.954  C132 1.349, C134 1.438
134 C 4.251 -2.721 6.860  O133 1.438, C135 1.524, H137 1.092, H138 1.087
135 C 2.877 -2.595 6.213  C134 1.524, C136 1.528, H139 1.088, H140 1.091
136 C 2.752 -3.931 5.481  C132 1.519, C135 1.528, H141 1.091, H142 1.087
137 H 4.211 -3.227 7.826  C134 1.092
138 H 4.754 -1.766 6.985  C134 1.087
139 H 2.083 -2.401 6.931  C135 1.088
140 H 2.883 -1.779 5.489  C135 1.091
141 H 2.339 -4.713 6.119  C136 1.091
142 H 2.177 -3.861 4.562  C136 1.087

=====

no.,M (u)
1,1259.57
2,905.16